Formula: C28H30MnN3O7
Source: OMol25
Level of theory: ωB97M-V with the def2-TZVPD basis set

Calculated values
Energy relative to the best compared isomer or geometry (same formula, charge and spin) (kJ/mol): 50.86
<S²>: 0.828
Multiplicity: 2
E_HOMO (alpha / beta) (eV): -11.5 / -11.5
Total charge: +1
E_tot (Eh): -2926.7051

Last column: Löwdin charge in e.
CARTESIAN COORDINATES (ANGSTROEM)
1 Mn -0.3264 0.7573 -2.2477  0.93
2 N 0.8122 2.5250 -2.6420  0.04
3 C 2.1952 2.1210 -2.3061  -0.09
4 C 2.4329 0.7885 -3.0049  -0.47
5 O 3.4904 0.4584 -3.4787  0.13
6 N 1.2717 0.0424 -3.0494  -0.03
7 C 1.0562 -0.7474 -4.2280  -0.07
8 C -0.2444 -0.1464 -4.8894  -0.55
9 O -0.5165 -0.3644 -6.0307  0.15
10 O -0.9031 0.5565 -4.0137  -0.06
11 H 0.7669 2.8147 -3.6154  0.14
12 H 0.5342 3.3269 -2.0853  0.13
13 H 2.2661 1.9899 -1.2264  0.12
14 H 2.9488 2.8361 -2.6309  0.14
15 H 0.8022 -1.7904 -4.0260  0.13
16 H 1.8953 -0.6938 -4.9167  0.13
17 C 1.7202 -1.1268 2.0412  -0.03
18 O 1.3410 -2.4898 1.8839  -0.10
19 C 2.3519 -3.3740 1.6736  -0.25
20 C 3.0946 -3.8398 2.7496  0.01
21 C 4.1431 -4.7200 2.5598  -0.05
22 C 4.4564 -5.1588 1.2816  -0.06
23 C 3.7182 -4.7133 0.2042  -0.01
24 C 2.6563 -3.8256 0.3807  -0.14
25 N 2.0781 -3.2964 -0.8121  0.16
26 C 0.9202 -2.7402 -1.1141  0.04
27 C -0.3508 -2.8409 -0.5267  -0.12
28 C -0.7541 -3.9129 0.3037  -0.01
29 C -2.0532 -4.0314 0.7014  -0.06
30 C -2.9889 -3.0498 0.3326  -0.03
31 C -2.6317 -1.9808 -0.4495  0.02
32 C -1.3089 -1.8463 -0.9144  -0.26
33 O -0.9700 -0.8350 -1.6550  -0.11
34 H 2.4638 -1.0010 2.8307  0.10
35 H 0.8071 -0.5998 2.3031  0.08
36 H 2.1110 -0.7107 1.1063  0.10
37 H 2.8430 -3.4769 3.7379  0.13
38 H 4.7293 -5.0492 3.4067  0.12
39 H 5.2860 -5.8331 1.1228  0.12
40 H 3.9640 -5.0504 -0.7964  0.12
41 H 2.7607 -3.2546 -1.5576  0.17
42 H 0.9557 -2.1344 -2.0095  0.11
43 H -0.0243 -4.6617 0.5829  0.13
44 H -2.3652 -4.8775 1.2972  0.11
45 H -4.0120 -3.1406 0.6736  0.12
46 H -3.3444 -1.2201 -0.7398  0.13
47 C -3.4487 5.1650 3.8674  -0.03
48 C -2.8480 4.3994 2.7284  -0.24
49 C -3.5030 4.2758 1.5126  0.00
50 C -2.9879 3.5371 0.4580  -0.17
51 C -3.8060 3.5019 -0.8039  -0.03
52 C -1.7375 2.8797 0.6334  -0.04
53 C -1.0362 3.0395 1.8558  -0.17
54 C 0.3181 2.4383 2.1156  -0.03
55 C -1.6099 3.7829 2.8690  0.00
56 C -1.1850 2.0258 -0.4222  -0.48
57 O -1.7799 1.8213 -1.5362  -0.04
58 O -0.0521 1.4187 -0.3408  -0.06
59 H -4.2556 5.8155 3.5364  0.08
60 H -2.6964 5.7668 4.3764  0.09
61 H -3.8564 4.4649 4.6000  0.09
62 H -4.4524 4.7791 1.3744  0.12
63 H -4.6320 4.2067 -0.7301  0.08
64 H -4.2127 2.5055 -0.9750  0.09
65 H -3.2130 3.7553 -1.6775  0.08
66 H 1.0383 2.7304 1.3535  0.08
67 H 0.2657 1.3516 2.1060  0.06
68 H 0.6843 2.7619 3.0879  0.09
69 H -1.0726 3.8943 3.8037  0.12

Atomic forces in eV per Å
1.5 -0.6 -0.5
-0.1 -0.5 0.3
0.1 -0.1 -0.1
0.3 0.5 0.2
-0.1 -0.1 0.1
-1.0 0.0 0.4
-0.5 0.3 -0.2
1.2 -0.8 -0.2
-0.3 0.2 0.1
-0.9 1.0 0.8
-0.2 -0.1 -0.1
-0.2 -0.1 0.1
0.0 0.0 0.0
0.0 0.0 0.0
0.0 0.0 0.1
0.0 -0.1 0.0
0.0 0.1 0.0
-0.3 0.0 -0.2
0.1 0.0 -0.3
0.0 0.0 0.0
0.0 0.0 0.1
0.1 0.0 0.0
-0.2 0.0 -0.1
0.1 -0.2 0.4
-0.2 0.3 0.0
0.2 -0.2 0.0
-0.2 0.4 0.1
0.1 0.0 0.0
0.0 -0.1 0.1
0.1 0.0 -0.1
0.1 0.2 -0.2
-0.2 -0.3 0.6
0.4 0.1 -0.5
0.0 -0.1 0.0
0.1 0.0 0.0
0.0 -0.1 0.0
0.0 0.0 0.0
0.0 0.0 0.0
0.0 0.0 0.0
0.0 0.0 0.0
0.0 0.2 0.0
0.1 0.0 -0.1
0.0 0.0 0.0
0.0 0.0 0.0
0.0 0.0 0.0
0.0 0.0 0.0
0.0 0.0 0.0
0.1 0.0 -0.1
0.0 0.0 0.0
0.2 -0.1 0.0
0.0 -0.1 0.0
-0.3 0.1 0.1
0.0 -0.1 -0.2
0.0 0.0 0.1
0.0 0.1 0.1
0.1 -0.1 -0.1
-0.4 0.3 -0.3
-0.1 -0.1 -0.5
0.0 0.0 0.0
0.0 0.0 0.0
0.0 0.0 0.0
0.0 0.0 0.0
0.0 0.0 0.0
0.0 0.0 -0.1
0.0 0.0 -0.1
0.0 0.0 0.0
0.0 0.0 0.0
0.0 0.0 0.0
0.0 0.0 0.0

---

Formula: C13H22FI2MnOP2
Source: OMol25
Level of theory: ωB97M-V with the def2-TZVPD basis set

Calculated values
Energy relative to the best compared isomer or geometry (same formula, charge and spin) (kJ/mol): 0.00
<S²>: 4.086
Multiplicity: 4
E_HOMO (alpha / beta) (eV): -16.3 / -16.9
Total charge: +3
E_tot (Eh): -3111.5830

Last column: Löwdin charge in e.
CARTESIAN COORDINATES (ANGSTROEM)
1 I 1.5288 -0.2740 0.1785  0.60
2 I 0.6961 -0.5608 -2.3654  0.84
3 Mn -1.1682 0.9097 2.0350  0.43
4 P -0.7176 2.9615 0.9550  0.73
5 C -1.2421 4.2644 2.1195  -0.22
6 C 0.9246 3.4554 0.4156  -0.28
7 H 0.9808 4.5273 0.1916  0.08
8 H -1.6574 4.2181 -0.9163  0.08
9 H 1.2197 2.8821 -0.4638  0.01
10 H -1.4866 2.4731 -1.2592  0.04
11 H -0.6196 4.2259 3.0227  0.06
12 H 1.6558 3.2312 1.1911  0.05
13 C -1.7567 3.2066 -0.4997  -0.24
14 H -1.1742 5.2689 1.6705  0.08
15 H -2.8095 3.0373 -0.2703  0.04
16 H -2.2801 4.1038 2.4425  0.06
17 P 1.1774 -2.9555 -1.8789  0.53
18 C 0.3321 -3.4398 -0.3870  -0.25
19 C 0.6757 -4.0684 -3.2206  -0.18
20 H 3.4937 -2.4780 -2.3929  0.08
21 H 3.2481 -4.1613 -1.7809  0.10
22 H 3.2609 -2.7674 -0.6524  0.05
23 C 2.9645 -3.1014 -1.6578  -0.22
24 H 0.9196 -3.6029 -4.1968  0.09
25 H 1.2206 -5.0331 -3.0931  0.11
26 H 0.3882 -4.5222 -0.2731  0.10
27 H -0.7058 -3.1300 -0.4370  0.08
28 H -0.4247 -4.2047 -3.1707  0.09
29 H 0.7740 -2.9686 0.4858  0.00
30 C -0.8878 -0.6275 3.0229  -0.12
31 O -0.7503 -1.7237 3.4405  0.12
32 F -7.0551 1.8248 2.5891  0.09
33 C -5.7179 1.5441 2.4402  -0.19
34 C -5.2249 1.3476 1.1389  0.04
35 C -3.8540 1.0663 0.9831  -0.10
36 C -3.0544 0.9842 2.1313  -0.29
37 C -3.5716 1.1054 3.4236  -0.07
38 C -4.9419 1.3590 3.5923  0.05
39 H -5.8693 1.4893 0.2607  0.14
40 H -3.4114 0.9047 -0.0068  0.10
41 H -2.9034 0.9746 4.2743  0.11
42 H -5.3753 1.4783 4.5903  0.15

Atomic forces in eV per Å
0.2 0.8 0.6
0.0 -0.5 -0.3
0.7 1.0 -0.5
-0.7 1.3 0.1
-0.1 0.1 0.3
0.6 -0.1 0.0
-0.1 -0.2 0.0
0.1 -0.2 0.1
0.0 0.1 -0.1
0.1 0.0 -0.2
0.0 0.1 -0.2
0.1 0.1 0.1
-0.3 0.1 -0.4
0.1 -0.4 0.1
0.1 0.1 0.1
0.2 -0.1 -0.2
0.9 -2.2 -0.3
-0.3 0.7 0.3
-0.6 0.8 -0.5
-0.1 -0.3 0.1
-0.2 0.3 -0.1
-0.1 -0.2 -0.3
0.2 0.7 0.1
0.0 -0.5 0.4
-0.3 0.7 0.0
0.1 -0.2 -0.3
-0.3 -0.2 0.0
0.6 -0.1 0.0
0.1 -0.2 0.0
0.3 -6.3 2.3
-0.5 4.9 -1.6
2.2 -0.4 -0.3
-1.5 -0.3 0.1
0.7 0.4 -0.2
-0.7 -0.1 0.2
-0.4 -0.1 0.0
-0.8 -0.1 0.0
0.5 0.5 0.0
0.2 -0.2 0.6
-0.4 0.1 0.3
-0.4 0.1 0.0
0.1 -0.1 -0.5

---

Formula: C16H17ClN4S
Source: OMol25
Level of theory: ωB97M-V with the def2-TZVPD basis set

Calculated values
Energy relative to the best compared isomer or geometry (same formula, charge and spin) (kJ/mol): 1167.52
E_HOMO (eV): -8.0
Total charge: 0
SMILES: S=C(Nc1cccnc1)N1CCN(c2ccccc2Cl)CC1
E_tot (Eh): -1696.8605

Last column: Löwdin charge in e.
CARTESIAN COORDINATES (ANGSTROEM)
1 S 0.9543 2.2577 -1.4277  0.62
2 C -0.0064 1.6574 -0.0633  -0.62
3 N 0.7209 1.3298 1.1328  0.02
4 C 0.2678 1.5801 2.2025  -0.36
5 C 1.0053 1.1956 3.3700  0.00
6 C 0.4898 1.1318 4.7343  0.01
7 C -0.8997 1.7083 4.8200  -0.25
8 N -1.4982 2.2026 3.8821  0.02
9 C -1.1474 2.1627 2.5270  0.02
10 N -1.2778 1.2105 -0.0985  -0.09
11 C -1.8496 0.1034 0.4794  -0.21
12 C -2.2045 -1.0544 -0.5986  -0.01
13 N -1.1485 -0.8747 -1.8115  -0.09
14 C 0.0772 -1.5137 -2.1821  -0.25
15 C 0.2244 -1.9055 -3.3576  -0.10
16 C 1.3800 -2.5977 -3.7870  -0.08
17 C 2.2484 -3.0195 -2.8202  -0.15
18 C 2.1162 -3.0690 -1.4358  -0.04
19 C 0.8513 -2.3735 -1.1092  -0.42
20 Cl 0.4924 -1.9363 0.5732  0.71
21 C -1.5016 0.2684 -2.5790  -0.22
22 C -1.8110 1.3769 -1.5746  -0.10
23 H 1.7197 1.4547 0.9297  0.14
24 H 2.1875 0.8232 3.1540  0.16
25 H 0.9192 0.8247 5.5548  0.02
26 H -1.0902 1.7812 5.9627  0.12
27 H -1.7297 2.5225 1.7674  0.06
28 H -2.7717 0.3587 0.9829  0.13
29 H -1.2076 -0.0865 1.1487  -0.01
30 H -1.5708 -2.0379 -0.1160  0.10
31 H -3.1452 -1.3891 -0.7634  0.06
32 H -0.3935 -1.2592 -4.1803  0.18
33 H 1.7513 -2.5632 -4.9179  0.15
34 H 3.0506 -3.6721 -3.1285  0.10
35 H 2.7152 -3.3558 -0.6768  0.06
36 H -0.7192 0.4710 -2.9632  -0.02
37 H -2.2920 -0.0832 -3.1164  0.11
38 H -3.0856 1.3044 -1.3895  0.19
39 H -1.4491 2.2731 -2.0643  0.05

Atomic forces in eV per Å
-1.5 -0.6 2.4
2.1 -1.5 -1.2
4.1 -0.5 -13.8
-8.4 3.0 14.8
2.6 -1.5 2.8
-4.3 3.4 -8.9
6.8 -3.2 6.2
-3.7 2.5 -6.7
5.8 -2.7 4.3
1.0 3.5 -7.2
-5.9 -0.8 -4.0
10.5 -2.0 2.0
-1.4 -0.5 2.7
-2.6 -2.8 11.9
1.3 0.9 -11.1
0.7 1.2 -1.7
2.0 -2.9 -0.5
-7.8 4.6 -1.8
1.9 2.1 -1.3
1.0 -0.7 -0.4
-6.6 -2.5 8.0
-4.8 0.1 1.6
-0.3 -0.4 0.3
-3.4 1.0 0.6
2.7 -1.7 3.9
-1.1 0.3 -2.0
-1.7 1.0 -1.3
-0.5 0.3 0.2
4.3 -3.1 5.2
-2.7 2.5 -1.0
-3.0 -0.2 -1.2
1.3 -2.2 1.7
-1.2 -0.5 2.7
0.7 0.4 -0.7
2.1 -1.3 1.9
9.4 3.2 -6.3
-2.4 0.5 -2.3
3.6 0.8 -0.6
-0.5 0.6 0.8